# C41H48LiN5P2S

A molecular structure, C41H48LiN5P2S (ωB97M-V/def2-TZVPD, the OMol25 dataset).

Geometry as ORCA input:
```
! RIJCOSX wB97M-V def2-TZVPD def2/J DEFGRID3
* xyz 0 1
S 2.16285 0.72339 -1.52672
P -1.38301 -0.26338 -1.51079
P 3.02112 -0.39289 1.79223
N -0.55525 1.23435 2.00378
N -1.10386 5.16797 -0.88557
N 0.24827 -1.48267 0.86679
N -0.00220 3.07374 -0.85031
N 2.16331 -1.88692 -1.13811
C -0.50456 -2.18452 2.89269
C 6.55654 -2.31636 2.39569
C 2.43858 3.59550 2.31630
C -1.08363 -1.82300 0.76134
C -0.14596 -0.45695 -5.38402
C 0.59462 -1.75023 2.17834
C 1.98046 3.72414 3.62064
C -1.29011 4.93767 1.59326
C -1.43367 3.54318 -2.69957
C -1.58465 -2.23613 1.97670
C 2.75576 2.33967 1.81416
C 3.62418 -3.49253 -2.07795
C -2.02464 6.08229 -1.54438
C -0.56959 5.56836 0.40332
C 5.37908 0.00030 3.36764
C 7.24544 -1.51952 3.30192
C -4.55804 2.04599 -0.43224
C -5.11820 1.19079 -2.60223
C 5.28928 -1.95018 1.97262
C 4.26830 -2.43650 -2.76788
C 2.17989 1.34369 3.92306
C 3.83752 -1.15119 -2.62033
C -0.80143 3.91999 -1.38502
C -3.01645 0.57136 -1.58499
C 6.65748 -0.35960 3.78030
C -1.18126 -0.84652 -3.23354
C -1.81396 -1.97018 -3.76400
C -3.47139 5.98362 -1.06948
C -1.61664 -2.33322 -5.08863
C -0.33819 -0.09889 -4.05622
C -3.91718 0.49450 -2.64508
C 2.57863 -3.16793 -1.27613
C -5.44717 1.96044 -1.49545
C 1.85399 2.59769 4.42331
C -3.34692 1.37215 -0.49082
C 1.99848 -1.62651 2.70562
C -1.78238 -1.81317 -0.56715
C -0.78489 -1.57441 -5.90141
C 4.67751 -0.79571 2.46763
C 2.62978 1.19767 2.61129
C 2.73932 -0.84019 -1.76758
Li 0.45352 0.50355 0.28998
H 2.01609 -3.89313 -0.70233
H -1.12970 2.52811 -2.93484
H -3.83071 4.95707 -1.14399
H 0.51574 0.12912 -6.00905
H -0.63186 6.65605 0.46431
H -5.80376 1.12689 -3.43805
H -3.67688 -0.10019 -3.51717
H 7.01459 -3.21710 2.00720
H -2.52359 3.58237 -2.65071
H -0.04787 1.86190 2.62169
H -4.11106 6.61965 -1.68378
H -2.59822 -2.55326 2.17233
H 8.23955 -1.79910 3.62573
H -1.09681 4.20237 -3.50133
H -1.43668 -2.65798 -1.17207
H -2.32430 5.27647 1.65002
H 1.72713 4.70060 4.01454
H 1.97182 -1.43515 3.78061
H 1.49994 2.69560 5.44191
H -2.47401 -2.56571 -3.14441
H -2.62308 1.47839 0.30675
H 5.11033 -2.64942 -3.41405
H -6.38838 2.49427 -1.46246
H 1.37783 -1.70957 -0.44068
H -0.78888 5.19695 2.52741
H 2.54589 4.47115 1.68779
H -3.57294 6.30682 -0.03264
H -2.85759 -1.93248 -0.42906
H -1.65482 7.09642 -1.37420
H 7.19185 0.27025 4.48026
H 3.94123 -4.51838 -2.18494
H -0.51752 -2.45106 3.93931
H 3.07993 2.22787 0.78501
H 0.49460 5.31802 0.44141
H -2.11390 -3.20777 -5.48887
H 2.07272 0.47508 4.56011
H -1.29195 3.85290 1.49111
H 0.38434 3.38243 0.03817
H 4.92779 0.90640 3.75223
H -1.52728 1.51978 2.03860
H -0.52813 0.31743 2.45926
H 4.32151 -0.33081 -3.12890
H -1.98117 5.92085 -2.61898
H -4.79795 2.64982 0.43448
H 4.77204 -2.55775 1.23625
H -0.62993 -1.85969 -6.93418
H 0.19547 0.74599 -3.63692
H 2.54402 -2.57058 2.59168
*
```

## Properties
HOMO energy in Eh: -0.2530
Gap between HOMO and LUMO in eV: 7.48
Energy relative to the best compared isomer or geometry (same formula, charge and spin) in kcal/mol: 1.7
E_tot in Ha: -2953.45355
Largest force on an atom in eV/Å: 0.6
Lowest unoccupied orbital energy in Eh: 0.0218

# C41H48N4O4P2ReSSi2

A molecular structure, C41H48N4O4P2ReSSi2 at a distorted geometry (ωB97M-V/def2-TZVPD, the OMol25 dataset).

Geometry as ORCA input:
```
! RIJCOSX wB97M-V def2-TZVPD def2/J DEFGRID3
* xyz 0 2
Re 0.33599 -0.22409 0.08923
S -5.52910 -1.38684 -4.30040
P 0.42384 -2.71384 -0.37122
P -0.15313 2.17847 0.02560
Si 2.81268 0.22956 0.34872
Si 0.58797 -0.04353 2.62428
O 1.34927 -0.61360 -2.37589
O -6.64279 -0.57001 -3.85376
O -4.78641 -0.84628 -5.42765
O -5.80615 -2.80985 -4.35812
N -0.41160 -4.69451 -2.06324
N -1.82382 -0.65473 0.39038
N 1.70718 -5.07779 -0.90940
N -0.40624 -5.24859 0.31971
C -0.18167 4.70166 1.23992
C -4.03627 2.76775 -1.17456
C -4.68675 -1.80186 -1.70019
C 0.50493 3.49751 1.09716
C 2.28348 4.37408 2.47513
C 0.30067 4.02107 -2.11874
C -2.68674 -0.88000 -0.77182
C -3.18170 -0.54738 -3.08623
C 4.67779 0.38266 2.53874
C -0.18039 1.33605 3.64154
C -0.24400 -1.57730 3.30338
C 2.37976 -0.03953 3.12441
C -1.10336 -5.36404 -0.96665
C 0.39815 2.72594 -1.61809
C -3.85109 -1.61968 -0.61440
C 3.93612 -1.05820 -0.42050
C 1.73611 3.34323 1.72944
C 3.51630 1.81042 -0.43024
C 1.98168 -3.67575 -0.59726
C -4.04927 2.45981 1.20874
C 0.96388 -5.74189 0.15766
C -0.45025 -3.24300 -1.92661
C 2.77793 -0.21274 4.46132
C 5.06173 0.22432 3.85875
C 0.71762 4.27693 -3.41557
C -0.41108 -3.87558 0.81390
C 1.08301 0.40427 -1.77100
C -1.95109 2.46207 0.01000
C -2.33448 -0.36463 -2.00052
C -4.73608 2.65248 0.01550
C 1.35628 1.97500 -3.70998
C 1.59848 5.57591 2.60046
C 0.94492 1.73826 -2.40243
C 1.23507 3.25735 -4.21563
C -2.66521 2.36396 1.20809
C 0.95123 -5.20717 -2.15656
C 0.36391 5.73683 1.98789
C -2.64911 2.67972 -1.17524
C 4.10664 -0.08938 4.82581
C 3.33550 0.23682 2.15240
C -4.37155 -1.24780 -2.94468
H 3.67608 -1.28877 -1.45483
H 2.80848 2.61603 -0.61236
H -5.81682 2.70502 0.01531
H 1.47911 -4.68122 -2.95275
H -0.10063 4.82317 -1.51138
H 3.96803 1.55598 -1.39591
H -1.41090 0.19734 -2.11344
H 4.94568 -0.63206 -0.42444
H -1.15716 4.82654 0.78364
H -4.59384 2.38236 2.14105
H 2.55065 -3.22238 -1.40685
H -1.23379 1.14323 3.87501
H -0.10911 2.32807 3.21203
H 0.63433 5.28013 -3.81371
H -4.11037 -2.03013 0.35737
H -0.18288 6.66462 2.09592
H 0.35854 1.35591 4.59465
H 4.40381 -0.22860 5.85821
H 4.31134 2.22459 0.20001
H 2.04335 -0.43740 5.23052
H -2.12123 2.74362 -2.11818
H -1.26397 -1.75797 2.95207
H 1.54526 3.47296 -5.22965
H -1.99393 -1.38937 1.07291
H 6.10214 0.33337 4.14031
H 0.90019 -6.26636 -2.41130
H 3.97572 -1.97922 0.15889
H -0.30529 -1.39393 4.38142
H 5.43658 0.60879 1.79494
H -4.56437 2.89762 -2.11011
H -2.14180 2.22194 2.14617
H -2.10915 -4.95199 -0.87245
H -2.94407 -0.14604 -4.06411
H 2.02272 6.38369 3.18327
H 0.33917 -2.48094 3.14555
H 1.77024 1.16700 -4.29942
H -2.14310 0.20729 0.84468
H 2.26616 2.40459 1.67855
H 2.57673 -3.60199 0.31163
H 3.23628 4.22897 2.96864
H -1.48314 -2.89480 -1.92052
H 0.10767 -3.83032 1.76779
H -1.44428 -3.56176 0.98712
H 0.05249 -2.76504 -2.76897
H 1.50024 -5.62253 1.10069
H -1.18379 -6.42378 -1.20993
H 0.91108 -6.80501 -0.08003
H -5.60722 -2.36374 -1.59959
*
```

## Properties
HOMO energy (spin up / spin down) in Eh: -0.2809 / -0.2809
Gap between HOMO and LUMO (spin up / spin down) in eV: 6.03 / 5.79
Energy relative to the best compared isomer or geometry (same formula, charge and spin) in kcal/mol: 10.4
E_tot in Ha: -3849.32365
Largest force on an atom in eV/Å: 1.5
<S²>: 0.761
Lowest unoccupied orbital energy (spin up / spin down) in Eh: -0.0594 / -0.0682